[1]
ORCA calculation (ωB97M-V with the def2-TZVPD basis set) on a molecular structure, C49H41N5PPdS3Se2.

```
102
Properties=species:S:1:pos:R:3
Pd -0.86017 -1.99278 -0.31050
Se -3.28288 -1.90812 -0.67197
P -3.33496 -2.54976 1.40747
Se -1.46328 -2.01274 2.31504
C -3.58976 -4.34292 1.48547
C -4.25959 -5.01410 0.46761
C -4.49119 -6.37816 0.56951
C -4.05494 -7.07509 1.68624
C -3.38522 -6.40897 2.70320
C -3.14931 -5.04722 2.60387
C -4.72968 -1.83110 2.30606
C -4.67474 -1.74864 3.69438
C -5.75677 -1.24956 4.40092
C -6.89234 -0.82423 3.72340
C -6.94632 -0.89875 2.33975
C -5.86568 -1.40244 1.63010
H -4.58986 -4.47446 -0.41068
H -5.01003 -6.89552 -0.22609
H -4.23319 -8.13956 1.76384
H -3.04039 -6.95158 3.57315
H -2.60645 -4.53236 3.38651
H -3.78151 -2.06257 4.22153
H -5.71289 -1.18682 5.47985
H -7.73442 -0.43012 4.27688
H -7.82813 -0.56251 1.81129
H -5.90973 -1.45075 0.54811
N 1.08010 -1.77823 0.04795
S 2.13402 -0.86775 0.39617
N 1.95416 0.76794 0.28746
S 1.90262 1.70002 -0.92632
N 0.96096 1.49415 -2.12417
S -0.57190 0.87190 -1.93707
N -0.70268 -0.56149 -1.80917
C -1.28436 1.49608 -3.43846
C -0.65375 2.36740 -4.31238
C -1.33054 2.77441 -5.45421
C -2.61675 2.31946 -5.70409
C -3.23732 1.44799 -4.81888
C -2.57016 1.02557 -3.68134
C -1.30583 1.94172 -0.70341
C -1.53565 1.39231 0.54711
C -2.08866 2.18856 1.54190
C -2.39944 3.51231 1.28072
C -2.16609 4.05278 0.01905
C -1.62104 3.26903 -0.98183
C 3.48119 1.88551 -1.70380
C 4.56273 2.11580 -0.86191
C 5.81745 2.28239 -1.41986
C 5.97589 2.22458 -2.79948
C 4.88499 1.99500 -3.62397
C 3.61986 1.81938 -3.08040
C 1.63486 3.28315 -0.17074
C 1.63722 4.38173 -1.02408
C 1.41570 5.63767 -0.49116
C 1.18631 5.78209 0.87323
C 1.18147 4.67510 1.70598
C 1.41074 3.40563 1.18883
C 2.61531 -0.89314 2.11243
C 3.32668 0.12367 2.74162
C 3.63613 -0.00707 4.08366
C 3.22782 -1.13656 4.78740
C 2.51198 -2.13681 4.15299
C 2.20518 -2.02340 2.80194
C 3.61627 -1.17788 -0.53197
C 4.88353 -1.23375 0.02721
C 5.96822 -1.48452 -0.80296
C 5.77959 -1.66893 -2.16460
C 4.50170 -1.62133 -2.70727
C 3.40758 -1.38680 -1.89148
H 0.34668 2.71844 -4.10612
H -0.85015 3.44873 -6.15015
H -3.13780 2.64313 -6.59478
H -4.23869 1.09208 -5.01827
H -3.02949 0.33402 -2.98606
H -1.30849 0.35189 0.74626
H -2.28675 1.75621 2.51411
H -2.83613 4.12798 2.05612
H -2.42243 5.08348 -0.18612
H -1.45658 3.68375 -1.96781
H 4.42460 2.16574 0.21031
H 6.67141 2.45860 -0.78027
H 6.95789 2.36024 -3.23158
H 5.01599 1.94804 -4.69641
H 2.75917 1.62312 -3.70255
H 1.81272 4.25498 -2.08495
H 1.41947 6.50488 -1.13736
H 1.00882 6.76606 1.28572
H 0.99552 4.79220 2.76499
H 1.39550 2.52823 1.81932
H 3.61584 1.00961 2.19363
H 4.18707 0.77552 4.58771
H 3.46722 -1.22918 5.83806
H 2.18538 -3.00722 4.70525
H 1.64097 -2.78636 2.28141
H 5.03310 -1.10277 1.08908
H 6.96208 -1.54333 -0.38000
H 6.62958 -1.86438 -2.80447
H 4.35629 -1.77940 -3.76773
H 2.39876 -1.37583 -2.28829
N -0.30982 -4.87741 -1.54092
C -0.65325 -4.18153 -0.67594
H -0.00710 -5.56433 -2.19772
```

Output
HOMO energy (spin up / spin down): -9.31 / -9.30 eV
Frontier orbital gap (spin up / spin down): 7.016 / 7.016 eV
Total charge: +1
Energy relative to the best compared isomer or geometry (same formula, charge and spin): 34.1 kcal/mol

Atom charges from the Löwdin analysis, given in e for atoms 1 to 99: Pd 0.3071; Se 0.3816; P 0.1881; Se 0.3485; C -0.4044; C -0.1095; C -0.0749; C -0.0768; C -0.0733; C -0.1051; C -0.3942; C -0.1047; C -0.0727; C -0.0758; C -0.0739; C -0.1004; H 0.0689; H 0.1061; H 0.1060; H 0.1064; H 0.0750; H 0.0810; H 0.1069; H 0.1064; H 0.1068; H 0.0776; N -0.3871; S 0.7593; N -0.3485; S 0.8594; N -0.3574; S 0.7414; N -0.3759; C -0.3202; C -0.0729; C -0.0644; C -0.0631; C -0.0533; C -0.0546; C -0.3088; C -0.0901; C -0.0519; C -0.0631; C -0.0630; C -0.0631; C -0.3159; C -0.0558; C -0.0504; C -0.0530; C -0.0538; C -0.0592; C -0.3078; C -0.0612; C -0.0542; C -0.0558; C -0.0521; C -0.0509; C -0.3138; C -0.0841; C -0.0620; C -0.0601; C -0.0520; C -0.0785; C -0.3039; C -0.0520; C -0.0618; C -0.0631; C -0.0606; C -0.0734; H 0.0929; H 0.1095; H 0.1105; H 0.1128; H 0.0903; H 0.0131; H 0.1126; H 0.1103; H 0.1123; H 0.1155; H 0.1132; H 0.1160; H 0.1138; H 0.1145; H 0.1067; H 0.1187; H 0.1142; H 0.1132; H 0.1156; H 0.1075; H 0.0944; H 0.1104; H 0.1112; H 0.1145; H 0.0911; H 0.1091; H 0.1123; H 0.1110; H 0.1145; H 0.1127

[2]
ORCA calculation (ωB97M-V with the def2-TZVPD basis set) on a molecular structure, C26H62AsF5N3O2PPdSi3Te in a non-equilibrium geometry.

```
105
Properties=species:S:1:pos:R:3
Pd 0.25555 -0.28228 1.15600
C -3.03579 0.57244 4.29905
Si -2.73772 1.37358 2.59542
C -1.91762 3.06681 2.92628
C -4.52624 1.89654 2.09410
As -2.04887 -0.14169 0.93167
Si -1.08202 -3.25075 3.07064
C -2.97094 -3.04212 2.90515
C -0.55498 -4.43002 1.68501
C -0.85205 -4.15671 4.71439
Si -2.78348 0.92672 -1.02733
C -2.78754 2.77403 -1.54086
C -4.64759 0.47785 -1.26725
C -2.00486 -0.05287 -2.47444
H -2.96237 1.32080 5.09168
H -2.27072 -0.17923 4.49730
H -4.02156 0.10170 4.36049
H -2.65743 3.79207 3.27708
H -1.45543 3.46384 2.02039
H -1.14339 2.95245 3.68430
H -5.01887 2.45385 2.89519
H -5.12625 1.00877 1.87289
H -4.52192 2.52353 1.19703
H -3.26490 -3.06288 1.85376
H -3.31506 -2.09275 3.31647
H -3.48672 -3.85401 3.42747
H -0.83086 -3.97878 0.73221
H -1.04107 -5.40784 1.76882
H 0.52845 -4.56124 1.68828
H -0.97677 -3.47565 5.55761
H 0.14428 -4.58859 4.79012
H -1.59596 -4.95624 4.79085
H -3.28711 3.37584 -0.77628
H -3.32653 2.91666 -2.48081
H -1.78079 3.17256 -1.66386
H -5.30623 1.28773 -0.94366
H -4.88654 -0.40490 -0.66787
H -4.87628 0.25487 -2.31213
H -0.91802 -0.05982 -2.35926
H -2.26227 0.33316 -3.46486
H -2.35349 -1.08815 -2.40371
N 0.22672 -2.20067 -0.76165
C 0.00080 -2.82533 -1.70478
N -0.23586 -3.59766 -2.77306
C -0.38341 -2.97728 -4.08082
C -0.09614 -4.04055 -5.13033
O -0.94229 -5.17049 -4.97425
C -0.78587 -5.75177 -3.68809
C -1.10162 -4.75403 -2.58571
H 0.32289 -2.15252 -4.16978
H -1.39944 -2.58797 -4.22435
H 0.95410 -4.35346 -5.05446
H -0.28760 -3.65502 -6.13175
H 0.24538 -6.10905 -3.56545
H -1.46700 -6.60153 -3.64572
H -0.91114 -5.18757 -1.60430
H -2.16040 -4.46712 -2.64828
C 2.40352 1.09430 -3.21944
C 1.98232 2.30842 -2.37637
C 2.90503 3.48255 -2.69752
C 0.55570 2.65149 -2.82657
P 1.87865 1.67018 -0.55173
N 0.60579 0.80521 -0.50065
C 1.88292 3.26176 0.56060
C 0.73206 4.12164 0.01787
C 1.47026 2.85853 1.97987
C 3.15192 4.11156 0.62050
C 3.60011 0.83494 -0.22267
C 3.76380 0.73098 1.29501
C 4.84913 1.51533 -0.78473
C 3.49890 -0.60567 -0.75258
H 2.17579 1.27682 -4.27590
H 1.84676 0.21513 -2.88894
H 3.47079 0.89256 -3.14287
H 2.92064 3.63089 -3.78407
H 3.93106 3.31123 -2.37106
H 2.55105 4.41100 -2.24869
H 0.48040 2.59762 -3.91887
H 0.25172 3.65224 -2.52409
H -0.13100 1.92505 -2.39406
H -0.13453 3.48862 -0.18629
H 1.01430 4.65211 -0.89339
H 0.44394 4.87446 0.75816
H 0.66724 2.12365 1.95111
H 1.09343 3.73445 2.51609
H 2.28767 2.45110 2.57023
H 3.50027 4.40699 -0.37082
H 3.96350 3.59823 1.13560
H 2.93041 5.02513 1.18399
H 4.08024 1.67101 1.74633
H 4.51220 -0.02553 1.54248
H 2.83739 0.41431 1.76043
H 4.90863 2.56814 -0.50426
H 4.90892 1.44486 -1.87189
H 5.73093 1.01024 -0.37564
H 2.51869 -1.02187 -0.52452
H 4.24102 -1.23632 -0.25623
H 3.66800 -0.67376 -1.82775
F -0.08239 0.60703 3.66618
Te 1.30146 -1.14056 3.52815
F 3.00629 -1.07504 4.84277
F 0.45380 -1.37707 5.27516
F 1.67309 -3.03325 3.87055
F 1.86563 -2.01396 1.56366
O -0.43864 -1.77400 2.83231
```

Output
HOMO energy: -1.99 eV
Frontier orbital gap: 5.875 eV
Total charge: -2
Energy relative to the best compared isomer or geometry (same formula, charge and spin): 0.0 kcal/mol

Atom charges from the Löwdin analysis, given in e for atoms 1 to 99: Pd 0.4108; C -0.2302; Si 0.2751; C -0.2212; C -0.2659; As 0.7970; Si 0.2982; C -0.1882; C -0.1687; C -0.1827; Si 0.2541; C -0.2158; C -0.2581; C -0.2724; H 0.0222; H 0.0013; H 0.0118; H 0.0155; H -0.0031; H 0.0135; H 0.0120; H 0.0103; H -0.0073; H 0.0000; H -0.0053; H 0.0116; H -0.0157; H 0.0180; H 0.0275; H 0.0214; H 0.0161; H 0.0149; H 0.0088; H 0.0206; H -0.0226; H 0.0032; H 0.0039; H 0.0080; H -0.0267; H 0.0225; H 0.0066; N 0.2007; C -0.2472; N -0.1004; C -0.1352; C -0.1956; O -0.1421; C -0.1961; C -0.1259; H 0.1321; H 0.1221; H 0.1250; H 0.1213; H 0.1257; H 0.1213; H 0.1293; H 0.1340; C -0.1125; C -0.5764; C -0.0953; C -0.1221; P 0.8417; N -0.3550; C -0.5804; C -0.1106; C -0.1196; C -0.0927; C -0.5809; C -0.1109; C -0.0959; C -0.1114; H 0.0736; H 0.0661; H 0.0497; H 0.0802; H 0.0526; H 0.0556; H 0.0792; H 0.0548; H 0.0212; H 0.0567; H 0.0535; H 0.0801; H 0.0230; H 0.0792; H 0.0679; H 0.0501; H 0.0577; H 0.0823; H 0.0632; H 0.0933; H 0.0045; H 0.0520; H 0.0538; H 0.0838; H 0.0241; H 0.0828; H 0.0525; F -0.6209

[3]
ORCA calculation (ωB97M-V with the def2-TZVPD basis set) on C4H5ClF2O in the gas phase in a non-equilibrium geometry.

```
13
Properties=species:S:1:pos:R:3
C 1.18181 1.46857 0.88534
C 0.40564 0.74872 -0.11373
O -0.45424 1.68002 -0.75341
C 0.81786 -0.42677 -0.88016
F 2.00716 -1.12963 -0.71899
C -0.22313 -0.47813 0.21644
F 0.27581 -1.12818 1.25344
Cl -1.98096 -0.42345 -0.06099
H 0.55454 1.67651 1.88059
H 2.02050 0.86271 1.30818
H 1.74835 2.43465 0.47204
H -1.24012 1.85087 -0.21190
H 0.58707 -0.62028 -1.84204
```

Output
HOMO energy: -10.38 eV
Frontier orbital gap: 11.002 eV
Energy relative to the best compared isomer or geometry (same formula, charge and spin): 52.1 kcal/mol

And the natural (NBO) charges, in e, turn out to be: C -0.6324; C 0.1053; O -0.6872; C 0.1699; F -0.3243; C 0.2935; F -0.2950; Cl -0.0201; H 0.2274; H 0.2341; H 0.2467; H 0.4846; H 0.1976